Entry 1:
This record from OMol25 describes a cluster of 2 separate species, C5H14N3 in total. The level of theory is the ωB97M-V functional and the def2-TZVPD basis.

Last column: natural (NBO) charge in e.
CARTESIAN COORDINATES (ANGSTROEM)
1 H 2.692517 -2.073745 0.233673  0.207
2 H -2.537733 -1.427874 0.328702  0.228
3 H -0.466363 -0.742399 1.059386  0.204
4 H 3.215241 -0.535136 1.701166  0.379
5 H -1.628823 0.562376 1.265596  0.259
6 H -1.696037 -2.317666 -1.780104  0.407
7 C -1.063654 0.008582 0.527683  -0.417
8 H 1.862099 1.057769 -1.088841  0.273
9 N -1.156456 -1.703109 -1.215479  -0.648
10 H -0.221210 -1.521462 -1.368460  0.395
11 C 2.243785 -1.081577 0.196831  0.151
12 C -1.917436 -0.859937 -0.359019  -0.245
13 H 0.532496 1.371244 0.709216  0.257
14 N 1.327139 -0.895042 -0.801812  -0.084
15 N 2.557960 -0.156084 1.011843  -0.413
16 H -2.654701 -0.338552 -0.921717  0.225
17 H -0.632257 1.816827 -0.542368  0.247
18 C -0.087719 0.982910 -0.106105  -0.357
19 H -0.998067 3.690924 1.900660  0.000
20 H 0.614091 0.438374 -2.144847  0.248
21 H -0.948451 3.285399 2.524770  0.001
22 C 0.963582 0.438175 -1.130768  -0.316

Forces on atoms 1 to 6 (eV/Å):
-0.295 -0.103 -0.051
-0.148 -0.613 0.095
0.053 0.179 0.373
-0.031 0.277 0.040
-0.373 0.022 0.002
0.180 -0.826 -0.343

Relative energy (zero: lowest compared OMol25 entry of this formula, charge and spin), kcal/mol: 171.0
Molar mass, g mol⁻¹: 116.2
LUMO energy, eV: -8.56
Frontier orbital gap, eV: 4.69
Highest occupied orbital energy, eV: -13.2
Total charge: +1
Max |F|, hartree/bohr: 0.0487

Entry 2:
This record from OMol25 describes a cluster of 5 separate species, C24H57N2O18P3S5 in total. The level of theory is the ωB97M-V functional and the def2-TZVPD basis.

Last column: Löwdin charge in e.
CARTESIAN COORDINATES (ANGSTROEM)
1 C -0.206531 3.320935 5.884670  -0.109
2 H 1.369511 -0.032841 -8.193107  0.126
3 C -9.094104 -9.121036 3.922421  -0.123
4 C -3.351920 -5.557383 3.963044  -0.117
5 C -8.132010 -5.002940 1.766602  -0.076
6 H 1.154487 -0.988756 -6.563866  0.121
7 H -3.033874 -6.014289 3.023847  0.077
8 H 3.164593 5.917844 8.122722  0.086
9 C 1.122495 0.018051 3.816039  -0.095
10 H -4.438084 -5.591039 4.065147  0.069
11 C 3.368723 -0.713081 -7.325789  -0.260
12 O -9.190886 -6.764195 5.071168  -0.284
13 O 0.834763 0.680392 1.293699  -0.294
14 H 6.492292 3.474503 -6.300025  0.096
15 S -2.823667 -3.862331 3.985552  0.623
16 S -8.565850 -7.425984 3.944929  0.624
17 H -8.622202 -9.633124 4.763571  0.077
18 O 1.303744 4.070758 7.804465  -0.264
19 H 4.743494 -1.069303 -2.607101  0.060
20 C -3.690892 -2.010188 2.339026  -0.275
21 H -0.475395 4.375162 5.793436  0.083
22 H -10.180268 -9.154691 4.024525  0.076
23 O -3.572963 -3.398112 2.614909  -0.268
24 H -1.614686 -1.440611 2.579006  0.053
25 H 0.776080 -2.474650 -1.986464  0.086
26 O -7.135801 -7.389486 3.728275  -0.296
27 H 1.914486 4.398713 9.713347  0.124
28 H -2.529582 -0.408019 1.470680  0.086
29 H -0.851442 2.814760 6.605216  0.080
30 H -0.013769 -1.280204 -3.261603  0.056
31 H 0.175599 -0.519914 3.896300  0.068
32 H 4.106033 -0.497061 -6.441102  0.079
33 H -1.114293 -0.455125 -6.943436  0.035
34 H -7.356870 -5.004264 2.538382  0.067
35 C 4.630247 -0.224595 -3.426879  -0.312
36 C 4.809471 2.347988 -5.634390  -0.230
37 H 1.912975 -0.660722 3.490897  0.083
38 H 1.149774 4.223306 1.767517  0.075
39 H 0.399263 1.953032 -8.899953  0.057
40 C -2.389825 -1.439287 1.807225  -0.070
41 C 2.257732 1.414314 -4.783808  -0.421
42 H 5.631733 1.910669 -4.913632  0.095
43 H -2.880018 -6.069471 4.804194  0.079
44 H 0.014773 0.860963 -3.898004  0.106
45 C 2.852068 2.883686 1.783395  -0.271
46 C 1.836421 -0.177178 -7.105363  -0.145
47 H 5.217875 4.457844 -5.663307  0.064
48 H -0.277769 2.833370 4.910161  0.028
49 C 1.744621 1.316379 -6.373525  -0.449
50 H 4.984905 0.834299 -3.023089  0.010
51 P 3.875055 3.551001 -3.272025  0.422
52 H -0.204806 3.897108 -4.069268  0.093
53 O -3.448702 -3.200542 5.111791  -0.286
54 H 3.297911 -1.901517 -7.404756  0.131
55 H -10.210132 -5.464155 1.534788  0.124
56 C 0.534889 -1.332414 -2.228903  -0.186
57 P 2.756513 -0.205245 -3.900034  0.963
58 H -4.467949 -1.900502 1.575412  0.124
59 O 3.458474 2.589988 -1.836917  -0.309
60 O 1.751503 1.824084 6.784239  -0.293
61 H -8.776058 -9.577942 2.983223  0.075
62 H 2.677815 4.981997 1.297253  0.083
63 H 2.664307 2.997113 8.953195  0.116
64 S 3.060433 5.295895 -2.997246  0.326
65 O 2.402487 1.966157 2.769483  -0.258
66 O 2.340374 2.477250 -7.115711  -0.077
67 O -9.315147 -6.961765 2.574286  -0.267
68 H 5.945672 2.902221 -2.796387  0.066
69 H 5.229635 -0.517092 -4.405182  0.044
70 H 1.371887 0.476733 4.774903  0.051
71 H -2.125266 0.569247 -5.964899  0.044
72 H 4.303560 2.371566 -1.337261  0.075
73 H 2.663436 2.497468 0.776234  0.095
74 S 0.926038 1.297444 2.600590  0.631
75 C 2.339439 4.027553 8.774938  -0.279
76 H 4.020214 4.511307 7.496808  0.071
77 O 4.017626 -0.259794 -8.566704  -0.142
78 H -4.030083 -1.463704 3.225268  0.117
79 C 0.800564 1.746940 -4.042926  -0.235
80 O -1.393618 -3.825833 3.768898  -0.293
81 C 0.411298 3.067465 -3.483411  -0.040
82 H -0.168617 -0.969391 -1.337959  0.081
83 P -0.144691 1.702965 -6.656408  0.943
84 C 3.507630 4.909906 8.377073  -0.078
85 N 5.439210 3.618307 -6.241715  -0.014
86 H 0.730177 3.340403 -2.378661  0.065
87 H 4.957790 -0.658504 -8.524124  0.121
88 O -0.457358 1.959432 -8.374442  -0.347
89 H 3.937627 2.970014 1.897699  0.126
90 H 4.721079 1.592013 -6.530242  0.120
91 H -7.757222 -5.602425 0.930863  0.086
92 H 1.710563 0.660748 -1.642353  0.066
93 C 1.871643 -0.369831 -2.171868  -0.423
94 C 2.574236 3.496627 -6.068825  -0.251
95 O 2.312731 3.944948 5.517480  -0.285
96 C 3.364445 2.657274 -4.879764  -0.303
97 C 2.223790 4.251480 1.972911  -0.061
98 O -0.066494 2.234944 3.079428  -0.304
99 O 2.237429 4.783729 -6.168971  0.008
100 H 2.659439 -0.959874 -1.495970  0.088
101 N -1.150568 0.297011 -6.220430  -0.206
102 H 4.235758 4.976704 9.190507  0.080
103 H -9.772266 -5.027357 3.184644  0.117
104 S 1.477085 3.202719 6.436229  0.629
105 H -8.271766 -3.971672 1.430057  0.081
106 H 2.346778 4.596253 3.004567  0.069
107 O 5.626861 3.811066 -3.129215  -0.290
108 H -2.015038 -2.038773 0.971485  0.086
109 C -9.433076 -5.573842 2.298402  -0.277

Forces on atoms 1 to 6 (eV/Å):
-0.020 0.068 0.295
1.063 -0.319 2.203
-0.090 0.000 -0.177
-0.112 0.036 -0.171
0.357 0.027 0.099
1.771 2.056 -0.801

Molar mass, g mol⁻¹: 915.0
LUMO energy, eV: -0.88
Frontier orbital gap, eV: 6.00
Highest occupied orbital energy, eV: -6.9
SMILES: C=C[C@@]1(P(C)CC)[C@@](CCO)(P(N)O)OC(=O)[C@@]1(CN)P(O)(O)=S.CCOS(C)(=O)=O.CCOS(C)(=O)=O.CCOS(C)(=O)=O.CCOS(C)(=O)=O
Max |F|, hartree/bohr: 0.1839

Entry 3:
This record from OMol25 describes the molecule C4H7BrO2. The level of theory is the ωB97M-V functional and the def2-TZVPD basis.

Last column: natural (NBO) charge in e.
CARTESIAN COORDINATES (ANGSTROEM)
1 C -0.463364 -0.155617 -0.720015  -0.482
2 H 0.955845 0.519838 1.848271  0.234
3 H -1.134920 0.408303 -1.388383  0.239
4 H 1.736390 1.859647 1.180626  0.235
5 O 1.514824 -1.419612 -1.173535  -0.235
6 O 1.879990 -0.241614 -0.380564  -0.281
7 H -0.323134 -2.098144 -1.569899  0.206
8 Br 0.827734 2.146050 -1.643422  -0.044
9 H -1.147977 -0.467899 0.162676  0.225
10 H 0.005826 -0.686439 -2.646123  0.176
11 C 0.199254 -1.187617 -1.619413  -0.102
12 H 0.009598 1.947381 1.351850  0.231
13 C 0.743919 0.700297 -0.277497  0.253
14 C 0.831272 1.254872 1.129864  -0.653

Forces on atoms 1 to 6 (eV/Å):
-1.357 0.495 1.414
-0.201 -1.714 1.244
0.246 -0.002 0.667
0.073 0.083 -0.032
-0.367 1.137 -0.029
-1.053 1.132 -0.130

Relative energy (zero: lowest compared OMol25 entry of this formula, charge and spin), kcal/mol: 68.9
Molar mass, g mol⁻¹: 167.0
LUMO energy, eV: 0.77
Frontier orbital gap, eV: 10.46
Highest occupied orbital energy, eV: -9.7
SMILES: C[C@]1(Br)CCOO1
Max |F|, hartree/bohr: 0.0552

Which of these has the lowest max |F|?
C5H14N3

Which of these has the lowest highest occupied orbital energy?
C5H14N3

What is the formula in the first record?
C5H14N3

Copy entry 3 word for word.
This record from OMol25 describes the molecule C4H7BrO2. The level of theory is the ωB97M-V functional and the def2-TZVPD basis.

Last column: natural (NBO) charge in e.
CARTESIAN COORDINATES (ANGSTROEM)
1 C -0.463364 -0.155617 -0.720015  -0.482
2 H 0.955845 0.519838 1.848271  0.234
3 H -1.134920 0.408303 -1.388383  0.239
4 H 1.736390 1.859647 1.180626  0.235
5 O 1.514824 -1.419612 -1.173535  -0.235
6 O 1.879990 -0.241614 -0.380564  -0.281
7 H -0.323134 -2.098144 -1.569899  0.206
8 Br 0.827734 2.146050 -1.643422  -0.044
9 H -1.147977 -0.467899 0.162676  0.225
10 H 0.005826 -0.686439 -2.646123  0.176
11 C 0.199254 -1.187617 -1.619413  -0.102
12 H 0.009598 1.947381 1.351850  0.231
13 C 0.743919 0.700297 -0.277497  0.253
14 C 0.831272 1.254872 1.129864  -0.653

Forces on atoms 1 to 6 (eV/Å):
-1.357 0.495 1.414
-0.201 -1.714 1.244
0.246 -0.002 0.667
0.073 0.083 -0.032
-0.367 1.137 -0.029
-1.053 1.132 -0.130

Relative energy (zero: lowest compared OMol25 entry of this formula, charge and spin), kcal/mol: 68.9
Molar mass, g mol⁻¹: 167.0
LUMO energy, eV: 0.77
Frontier orbital gap, eV: 10.46
Highest occupied orbital energy, eV: -9.7
SMILES: C[C@]1(Br)CCOO1
Max |F|, hartree/bohr: 0.0552